No. 1
{
  "formula": "C3HBr3O2",
  "method": "the ωB97M-V functional and the def2-TZVPD basis",
  "de_lowest_kcal_mol": 0.0,
  "lumo_energy_ev": 0.38,
  "energy_ev": -217348.062,
  "largest_force_ev_per_a": 1.96,
  "spin_multiplicity": 1,
  "symbols": ["C", "C", "C", "O", "O", "Br", "Br", "Br", "H"],
  "positions_angstrom": [[-0.314, 0.173, -0.466], [-2.472, 0.537, 0.225], [-3.288, -0.537, 0.104], [-0.757, -0.336, -1.452], [-1.105, 0.521, 0.561], [-2.983, 2.293, 0.080], [-5.133, -0.440, -0.408], [-2.624, -2.211, 0.456], [0.658, 0.548, -0.269]],
  "mulliken_charge": [0.1655, 0.2993, 0.0735, -0.4265, -0.2946, -0.0696, -0.0657, -0.0674, 0.3855]
}


No. 2
{
  "formula": "C4H7NO",
  "method": "the ωB97M-V functional and the def2-TZVPD basis",
  "de_lowest_kcal_mol": 199.3,
  "lumo_energy_ev": [-0.92, -0.79],
  "energy_ev": -7791.000,
  "largest_force_ev_per_a": 7.85,
  "spin_multiplicity": 1,
  "symbols": ["C", "C", "C", "N", "C", "O", "H", "H", "H", "H", "H", "H", "H"],
  "positions_angstrom": [[1.569, 0.968, -0.162], [0.531, 0.094, -0.609], [-0.892, -1.468, 0.129], [-1.720, -0.687, 0.791], [-1.474, 0.509, 0.756], [-0.405, 0.666, -1.321], [2.476, 1.506, -0.476], [1.045, 1.816, 0.341], [1.961, 0.429, 0.740], [1.018, -0.754, -1.101], [-1.018, -1.943, -0.855], [-0.729, -2.246, 0.884], [-2.366, 1.109, 0.881]],
  "mulliken_charge": [-1.1687, 0.2950, -0.4362, -0.1387, -0.2224, -0.5268, 0.3657, 0.3001, 0.2812, 0.3955, 0.2979, 0.2936, 0.2637]
}


No. 3
{
  "formula": "C2HFO2",
  "method": "the ωB97M-V functional and the def2-TZVPD basis",
  "de_lowest_kcal_mol": 5.8,
  "lumo_energy_ev": 0.90,
  "energy_ev": -8901.812,
  "largest_force_ev_per_a": 3.16,
  "spin_multiplicity": 1,
  "symbols": ["C", "C", "O", "O", "F", "H"],
  "positions_angstrom": [[-0.274, -3.205, -1.162], [-0.403, -0.121, 0.764], [-1.165, -2.656, -1.523], [0.112, -1.137, 0.529], [-1.717, 0.056, 0.693], [-0.080, 0.944, 0.710]],
  "mulliken_charge": [0.1141, 0.2645, -0.1140, -0.3425, -0.2002, 0.2780]
}


What did the first record say?
{
  "formula": "C3HBr3O2",
  "method": "the ωB97M-V functional and the def2-TZVPD basis",
  "de_lowest_kcal_mol": 0.0,
  "lumo_energy_ev": 0.38,
  "energy_ev": -217348.062,
  "largest_force_ev_per_a": 1.96,
  "spin_multiplicity": 1,
  "symbols": ["C", "C", "C", "O", "O", "Br", "Br", "Br", "H"],
  "positions_angstrom": [[-0.314, 0.173, -0.466], [-2.472, 0.537, 0.225], [-3.288, -0.537, 0.104], [-0.757, -0.336, -1.452], [-1.105, 0.521, 0.561], [-2.983, 2.293, 0.080], [-5.133, -0.440, -0.408], [-2.624, -2.211, 0.456], [0.658, 0.548, -0.269]],
  "mulliken_charge": [0.1655, 0.2993, 0.0735, -0.4265, -0.2946, -0.0696, -0.0657, -0.0674, 0.3855]
}